Record 1
This record from the Open Molecules 2025 dataset describes a cluster of 8 separate species, C8H30BrN4O10 in total. The level of theory is ωB97M-V with the def2-TZVPD basis set.

Last column: natural (NBO) charge in e.
Positions of all 53 atoms, in Å:
Br -3.61517 26.25573 10.93665  -0.89
C -6.98783 29.17203 11.78804  0.77
O -7.89968 29.71174 12.43517  -0.70
N -6.39549 28.02289 12.19141  -0.85
N -6.40447 29.77601 10.72433  -0.84
H -6.81388 27.55692 12.97492  0.39
H -5.62502 27.57462 11.71591  0.42
H -6.74586 30.67569 10.44511  0.39
H -6.02348 29.18107 10.00359  0.39
C -6.52045 26.41927 7.78540  0.78
O -7.22064 26.65697 6.80370  -0.68
N -5.62446 27.34255 8.29748  -0.88
N -6.58420 25.27184 8.51741  -0.85
H -5.05543 26.96208 9.03731  0.41
H -5.27270 28.04988 7.67989  0.40
H -7.28875 24.59886 8.28185  0.40
H -5.91868 25.08310 9.24686  0.41
C -0.72059 29.85033 12.79680  -0.09
C -2.12107 29.47140 13.35350  -0.09
O -3.10861 29.43002 12.35821  -0.71
O -0.12485 28.73425 12.15093  -0.73
H -0.07001 30.11776 13.64457  0.14
H -0.73709 30.69751 12.11438  0.19
H -2.30687 30.24269 14.11044  0.17
H -2.07978 28.54840 13.94607  0.16
H -2.88725 28.62064 11.87117  0.49
H -0.13035 27.99647 12.76592  0.46
C -1.67145 26.97143 7.48203  -0.08
C -0.95251 28.10401 8.25656  -0.10
O -1.09996 29.29951 7.46448  -0.73
O -1.64392 25.76589 8.21736  -0.74
H -1.14168 26.87353 6.53698  0.18
H -2.69973 27.32284 7.32402  0.14
H 0.09637 27.94153 8.51312  0.18
H -1.34707 28.28306 9.26780  0.17
H -2.05198 29.40681 7.37983  0.45
H -2.10911 25.94709 9.05022  0.49
C -4.60637 25.47814 14.62518  -0.09
C -5.01046 24.05619 14.29488  -0.10
O -4.27217 23.15280 15.13605  -0.74
O -3.25580 25.72426 14.22593  -0.77
H -4.77490 25.73416 15.67056  0.18
H -5.19264 26.20083 14.04394  0.16
H -4.79270 23.84884 13.24413  0.18
H -6.04824 23.77841 14.47223  0.18
H -3.40919 22.98371 14.74720  0.48
H -3.33955 25.95307 13.28487  0.49
O -3.40883 22.71729 10.41209  -0.96
H -3.38291 23.68409 10.36856  0.49
H -2.48246 22.45459 10.43047  0.47
O -0.95111 24.42048 12.54106  -0.95
H -1.83693 24.74094 12.31134  0.48
H -0.61411 25.07672 13.15739  0.46

The net charge is -1. The LUMO energy comes out at 2.61 eV. The calculation puts the strongest force on any atom at 2.0 eV Å⁻¹.

=====

Record 2
This record from the Open Molecules 2025 dataset describes the molecule C5H7N3. The level of theory is ωB97M-V with the def2-TZVPD basis set.

Last column: natural (NBO) charge in e.
Positions of all 15 atoms, in Å:
N 1.42633 0.09560 -2.54154  -0.67
N 0.75482 1.28664 -2.07819  -0.21
C 0.14701 1.24800 -0.94284  0.01
C -0.02542 0.10043 -0.04480  0.00
C 0.46143 -0.96901 0.61933  -0.27
C -0.47476 -1.28897 1.79148  -0.33
C -1.50869 -0.32802 1.70186  -0.03
N -1.19948 0.46138 0.66498  -0.51
H 2.27071 0.27718 -3.02017  0.37
H 1.56401 -0.73215 -1.84558  0.35
H -0.32014 2.17164 -0.37130  0.20
H 1.40672 -1.58474 0.50977  0.23
H -0.25214 -1.92018 2.65299  0.23
H -2.49870 -0.09229 2.35176  0.23
H -1.75169 1.27447 0.55226  0.40

The LUMO energy comes out at 0.83 eV. The calculation puts the strongest force on any atom at 3.9 eV Å⁻¹. As for the relative energy (zero: lowest compared OMol25 entry of this formula, charge and spin): 85.8 kcal per mole.

=====

Record 3
This record from the Open Molecules 2025 dataset describes the molecule C3H4N2O2. The level of theory is ωB97M-V with the def2-TZVPD basis set.

Last column: natural (NBO) charge in e.
Positions of all 11 atoms, in Å:
N 1.89734 -0.65316 -0.09879  -0.83
C 0.66637 -0.02092 -0.01779  0.36
C 0.20224 1.24580 0.00509  -0.15
N -1.19378 1.26021 -0.02472  -0.50
C -1.48407 0.01291 -0.03497  0.74
O -2.69284 -0.54349 -0.03327  -0.64
O -0.44363 -0.85332 -0.03406  -0.45
H 2.60513 -0.06100 -0.50902  0.39
H 2.22324 -1.03261 0.78910  0.38
H 0.80127 2.14504 0.01965  0.21
H -2.58125 -1.49944 -0.06122  0.50

The LUMO energy comes out at 0.65 eV. The calculation puts the strongest force on any atom at 0.6 eV Å⁻¹. As for the relative energy (zero: lowest compared OMol25 entry of this formula, charge and spin): 39.4 kcal per mole.

=====

Record 4
This record from the Open Molecules 2025 dataset describes a structure of composition C17H33NO2. The level of theory is ωB97M-V with the def2-TZVPD basis set.

Last column: natural (NBO) charge in e.
Positions of all 53 atoms, in Å:
C 5.92213 5.18779 0.80136  -0.23
H 6.49973 5.51545 1.51216  0.17
H 6.49096 5.04922 -0.19172  0.18
H 5.04572 5.73901 0.62285  0.18
O 5.73445 3.87371 0.77650  -0.51
C 5.01826 3.66656 2.12452  0.78
O 4.58452 4.60534 2.95579  -0.58
C 4.92610 2.02341 2.22434  -0.49
H 5.62846 1.71219 3.02910  0.24
C 3.35603 1.76461 2.67800  -0.38
C 2.49689 1.96397 1.76622  -0.44
C 1.13180 1.72903 2.06761  -0.39
C -0.09776 2.18914 0.78929  -0.33
C -0.05981 1.12973 -0.14604  -0.40
C -1.08010 1.51331 -1.31953  -0.34
C -1.23341 0.72592 -2.35343  -0.46
C -2.31569 -0.42760 -2.40596  -0.38
H -3.23150 -0.02547 -2.11089  0.20
H -2.23439 -1.22942 -3.29259  0.24
C -1.88046 -1.52911 -1.12707  -0.25
N -2.47475 -2.80788 -1.49767  -0.46
C -3.94238 -2.64179 -0.89810  -0.20
C -4.69294 -4.03960 -1.37784  -0.41
C -4.13517 -5.11367 -0.59596  -0.38
C -2.39564 -5.42591 -1.14689  -0.36
C -1.99623 -3.97207 -0.71984  -0.23
H -2.11096 -3.62617 0.26914  0.17
H -0.83582 -4.07830 -0.88637  0.17
H -2.14322 -5.92360 -0.45260  0.19
H -2.54116 -5.36510 -2.13092  0.23
H -4.18038 -5.17327 0.33699  0.17
H -4.49060 -6.11214 -1.18599  0.19
H -5.78339 -3.92393 -1.21353  0.21
H -4.63122 -4.03239 -2.66003  0.21
H -4.10748 -2.44882 -0.05076  0.14
H -4.37574 -2.01697 -1.50762  0.18
H -0.69465 -1.85991 -1.45182  0.20
H -2.19351 -1.05588 -0.04229  0.19
H -1.45637 1.19025 -3.27685  0.23
H -0.12707 0.22989 -2.44503  0.19
H -2.30724 1.57111 -0.67078  0.11
H -1.01336 2.69048 -1.29394  0.24
H -0.13194 0.26185 0.13747  0.19
H 0.87864 1.40925 -0.78118  0.19
H 0.20943 3.14872 0.68229  0.21
H -1.20291 2.00156 1.35430  0.18
H 0.74642 0.74296 2.24678  0.20
H 0.58240 2.37216 2.85248  0.21
H 2.71995 1.33708 0.71104  0.19
H 2.56150 3.16405 1.44237  0.19
H 3.34903 0.64300 2.99961  0.19
H 3.18724 2.30759 3.58148  0.23
H 5.02755 1.37064 1.27153  0.24

The LUMO energy comes out at 0.86 eV. The calculation puts the strongest force on any atom at 16.5 eV Å⁻¹. As for the relative energy (zero: lowest compared OMol25 entry of this formula, charge and spin): 466.6 kcal per mole.